This record from OMol25 describes a molecular structure, C19H13ClN5O8ReS at a distorted geometry. The level of theory is ωB97M-V/def2-TZVPD.

Atoms and positions in Å:
Re1 -0.373141 -1.027722 0.368321
O1 -2.082303 -0.227765 1.323906
C1 -3.353174 -0.645377 0.728968
C2 -3.170089 -1.914140 -0.047746
C3 -4.260570 -2.680625 -0.405979
C4 -4.052356 -3.822164 -1.167050
C5 -2.762496 -4.169471 -1.534576
C6 -1.716100 -3.365684 -1.127509
N1 -1.926063 -2.258483 -0.406847
H1 -2.001445 0.742346 1.260503
H2 -3.686110 0.151386 0.061697
H3 -4.070139 -0.766463 1.537597
H4 -5.253703 -2.387998 -0.092876
H5 -4.891167 -4.437498 -1.462762
H6 -2.562778 -5.052689 -2.123118
H7 -0.684617 -3.576555 -1.371762
O2 1.357133 -1.186622 -3.314748
C7 1.009537 -0.642103 -2.312304
O3 0.426026 -1.391300 -1.321985
C8 1.154734 0.814341 -2.060837
C9 2.024810 1.531278 -2.876882
C10 2.172355 2.885145 -2.693007
C11 1.477410 3.575427 -1.712438
C12 0.636355 2.858064 -0.898433
C13 0.423324 1.471898 -1.058994
O4 -0.463089 0.859554 -0.305373
N2 -0.056322 3.583449 0.179217
O5 -0.464134 4.691453 -0.075541
O6 -0.150528 3.038174 1.268057
N3 3.100502 3.635712 -3.561834
O7 3.195637 4.827726 -3.363617
O8 3.692427 3.007042 -4.410240
H8 2.572611 1.018920 -3.655766
H9 1.606693 4.641346 -1.591044
Cl1 4.716340 0.543589 2.068721
C14 3.050836 0.528354 2.476055
C15 2.576173 1.179964 3.603856
C16 1.221835 1.123214 3.878374
C17 0.383468 0.450117 3.014694
N4 0.846350 -0.174984 1.925770
C18 2.165031 -0.158257 1.667103
H10 3.259072 1.711795 4.252258
H11 0.811052 1.607548 4.751939
H12 -0.678949 0.393003 3.198036
H13 2.516618 -0.710271 0.805591
S1 1.479391 -4.215032 3.159391
C19 0.695682 -3.355218 2.112211
N5 0.087872 -2.704422 1.310999

Atoms 1-3, force components in eV/Å:
0.0 -0.9 0.5
0.0 0.0 -0.1
0.1 0.3 0.1

The multiplicity is 2. The molar mass is 693.1 g/mol. Its maximum force is 1.06 eV/Å. The relative energy (zero: lowest compared OMol25 entry of this formula, charge and spin) comes out at 17.9 kJ/mol. The charge is +1. Its electronic energy is -69221.564 eV.

Atomic partial charges in e from the Löwdin method, atoms 1 to 6: 1.6666, -0.1793, -0.0691, -0.2271, 0.0135, -0.0071